{"formula": "C32H26Cl3KN9O3PS2", "method": "ωB97M-V/def2-TZVPD", "species": ["K", "O", "N", "C", "C", "C", "C", "C", "S", "H", "H", "H", "H", "N", "C", "C", "C", "C", "C", "C", "S", "O", "O", "N", "C", "N", "C", "C", "C", "N", "H", "H", "H", "H", "H", "H", "H", "H", "H", "C", "P", "C", "C", "C", "C", "C", "C", "C", "C", "C", "C", "C", "C", "H", "H", "H", "H", "H", "H", "H", "H", "H", "H", "H", "H", "H", "N", "C", "N", "C", "N", "Cl", "C", "Cl", "Cl", "C", "N"], "coordinates": [[1.244, 0.854, 1.131], [-0.419, -1.591, 0.942], [-1.336, -1.631, 1.857], [-2.549, -2.106, 1.515], [-3.591, -2.161, 2.428], [-3.426, -1.642, 3.713], [-2.162, -1.089, 3.995], [-1.058, -1.140, 3.164], [0.410, -0.624, 3.772], [-2.569, -2.539, 0.524], [-4.498, -2.637, 2.129], [-4.148, -1.707, 4.459], [-2.023, -0.650, 4.971], [-7.960, 2.443, 0.279], [-6.715, 2.870, -0.131], [-6.008, 1.951, -0.925], [-4.787, 2.279, -1.441], [-4.245, 3.546, -1.259], [-4.891, 4.461, -0.436], [-6.159, 4.154, 0.154], [-2.617, 3.889, -2.033], [-2.520, 5.309, -2.345], [-2.652, 2.974, -3.127], [-1.539, 3.334, -0.975], [-1.401, 3.886, 0.312], [-0.325, 3.471, 1.003], [-0.167, 3.932, 2.228], [-1.032, 4.884, 2.709], [-2.098, 5.297, 1.891], [-2.293, 4.828, 0.707], [-8.114, 1.467, 0.129], [-8.184, 2.825, 1.174], [-6.410, 0.941, -1.252], [-4.355, 1.529, -2.070], [-4.469, 5.484, -0.302], [-6.648, 4.878, 0.783], [0.699, 3.577, 2.800], [-0.929, 5.291, 3.699], [-2.795, 6.025, 2.331], [1.633, -3.733, -1.660], [2.804, -2.466, -0.956], [2.087, -0.980, -1.769], [2.896, 0.028, -2.186], [2.376, 1.277, -2.571], [0.981, 1.496, -2.523], [0.113, 0.432, -2.043], [0.710, -0.741, -1.686], [4.388, -2.858, -1.839], [5.532, -2.057, -1.441], [6.756, -2.340, -1.973], [6.953, -3.420, -2.800], [5.902, -4.177, -3.213], [4.573, -3.843, -2.793], [0.720, -3.568, -1.300], [2.098, -4.633, -1.398], [1.684, -3.685, -2.776], [3.969, -0.125, -2.112], [2.964, 2.119, -2.893], [0.550, 2.493, -2.682], [-0.975, 0.610, -1.844], [0.147, -1.541, -1.128], [5.287, -1.260, -0.781], [7.579, -1.693, -1.733], [7.935, -3.753, -3.174], [6.028, -5.095, -3.807], [3.767, -4.428, -3.241], [3.695, 0.242, 1.196], [4.820, 0.244, 1.594], [5.946, 0.342, 2.254], [7.070, 0.377, 1.493], [8.147, 0.475, 1.051], [1.303, -3.264, 2.542], [1.221, -4.989, 2.291], [1.010, -5.830, 3.919], [2.738, -5.580, 1.566], [0.088, -5.323, 1.336], [-0.752, -5.615, 0.577]], "total_charge": -2, "e_tot_ha": -5071.78938}

=====

{"formula": "C15H16AuN5O2S2", "method": "ωB97M-V/def2-TZVPD", "species": ["Au", "C", "S", "C", "S", "N", "N", "C", "C", "C", "C", "C", "C", "N", "H", "H", "H", "H", "H", "H", "H", "H", "O", "C", "N", "C", "O", "C", "C", "C", "C", "N", "C", "H", "H", "H", "H", "H", "H", "H", "H"], "coordinates": [[-1.179, 0.458, -0.903], [-3.723, 2.849, -4.834], [-3.745, 1.070, -4.691], [-3.085, 0.685, -3.123], [-2.226, 2.025, -2.320], [-3.169, -0.490, -2.703], [-2.458, -0.943, -1.644], [-2.648, -2.154, -1.322], [-1.754, -2.652, -0.335], [-1.563, -4.079, -0.211], [-0.780, -4.449, 0.864], [-0.261, -3.487, 1.732], [-0.346, -2.182, 1.360], [-1.112, -1.725, 0.338], [-3.425, 3.654, -4.026], [-4.705, 3.103, -5.135], [-3.095, 2.967, -5.752], [-3.584, -2.662, -1.743], [-2.046, -4.871, -0.809], [-0.501, -5.466, 1.089], [0.275, -3.943, 2.583], [0.166, -1.461, 1.918], [2.466, -1.645, 3.081], [3.667, -0.997, 3.017], [3.475, 0.121, 2.145], [3.029, 1.370, 2.538], [3.171, 1.981, 3.566], [2.263, 1.945, 1.452], [2.589, 3.203, 0.959], [1.711, 3.754, -0.006], [0.638, 3.065, -0.450], [0.370, 1.808, -0.022], [1.100, 1.243, 0.924], [2.358, -2.153, 3.881], [4.416, -1.589, 2.623], [3.887, -0.539, 4.044], [3.484, -0.034, 1.174], [3.366, 3.837, 1.368], [1.988, 4.747, -0.429], [0.087, 3.463, -1.286], [0.898, 0.174, 1.089]], "total_charge": 2, "spin_multiplicity": 3, "e_tot_ha": -1936.80152, "s_squared": 2.047}

=====

{"formula": "C3H12N2OS", "method": "ωB97M-V/def2-TZVPD", "species": ["N", "C", "C", "N", "C", "S", "H", "H", "H", "H", "H", "H", "H", "H", "H", "H", "O", "H", "H"], "coordinates": [[0.608, -0.752, -1.718], [0.800, 0.175, -0.601], [0.055, -0.467, 0.622], [-1.361, -0.200, 0.747], [0.757, 0.070, 1.835], [1.276, -1.118, 3.107], [0.209, -1.676, -1.476], [1.434, -0.760, -2.277], [0.269, 1.162, -0.735], [1.807, 0.516, -0.432], [0.111, -1.649, 0.498], [-1.754, -0.027, -0.255], [-1.610, 0.623, 1.329], [0.090, 0.882, 2.359], [1.605, 0.711, 1.504], [0.250, -1.918, 3.047], [-1.820, 1.352, -2.303], [-1.448, 0.944, -3.116], [-1.280, 2.131, -2.134]], "smiles": "NC[C@H](N)CS.O", "e_tot_ha": -704.38370}

=====

Q: Which molar mass values were calculated for the entries above? A: 825.18, 559.43, 124.21, in g/mol.
Q: Which max |F| values were calculated for the entries above? A: 0.1048, 0.0980, 0.0616, in hartree/bohr.